(1)
A 2-piece molecular cluster, C5H9P overall at a distorted geometry. Source: the OMol25 dataset; level of theory: ωB97M-V/def2-TZVPD.

Geometry as XYZ:
```
15
C5H9P ωB97M-V/def2-TZVPD
C 2.853 -1.014 0.270
C 2.654 -0.025 0.903
C -1.640 -0.214 -0.501
C -0.043 1.725 -0.490
C -0.519 0.414 -0.027
P -2.058 -1.904 -0.269
H 2.735 -1.813 -0.385
H -3.356 -1.852 0.359
H 2.752 0.683 1.648
H -2.132 0.303 -1.408
H 0.921 1.883 0.045
H 0.104 1.566 -1.516
H -0.840 2.491 -0.539
H -0.023 0.008 0.922
H -1.407 -2.251 0.987
```

Values from the calculation:
relative energy (zero: lowest compared OMol25 entry of this formula, charge and spin) = 289.2 kJ/mol
E_LUMO = 1.12 eV
HOMO-LUMO gap = 9.50 eV
HOMO level = -0.3078 hartree
molecular weight = 100.1 g mol⁻¹
SMILES = C/C=C/P.C#C


(2)
A 2-piece molecular cluster, C5H9P overall at a distorted geometry. Source: the OMol25 dataset; level of theory: ωB97M-V/def2-TZVPD.

Geometry as XYZ:
```
15
C5H9P ωB97M-V/def2-TZVPD
C -0.088 -2.788 2.571
C -0.183 -2.136 1.593
C -1.447 1.865 -0.521
C -0.189 -0.548 -1.487
C 1.377 1.206 0.208
P -0.352 0.580 -0.079
H 0.091 -3.491 3.315
H -1.695 2.509 0.348
H -2.171 1.492 -1.235
H -1.099 -1.135 -1.632
H -0.097 -0.044 -2.436
H 0.823 -1.112 -1.328
H 1.211 2.187 0.466
H 1.782 0.333 0.854
H 2.038 1.083 -0.640
```

Values from the calculation:
relative energy (zero: lowest compared OMol25 entry of this formula, charge and spin) = 595.2 kJ/mol
E_LUMO (spin up / spin down) = -1.45 / -2.06 eV
HOMO-LUMO gap (spin up / spin down) = 7.59 / 6.09 eV
HOMO level (spin up / spin down) = -0.3321 / -0.2994 hartree
molecular weight = 100.1 g mol⁻¹


(3)
One molecule with the formula C5H9P at a distorted geometry. Source: the OMol25 dataset; level of theory: ωB97M-V/def2-TZVPD.

Geometry as XYZ:
```
15
C5H9P ωB97M-V/def2-TZVPD
C 0.017 0.604 0.028
C -0.477 -0.141 1.195
C 1.168 1.086 -0.513
C 2.372 0.541 0.192
C -2.410 -0.891 -0.826
P -2.039 0.448 0.322
H -0.483 -1.195 1.049
H -0.299 0.090 2.223
H 1.363 1.654 -1.418
H 2.097 -0.025 1.110
H 2.897 1.491 0.647
H 3.078 -0.093 -0.374
H -2.497 -0.418 -1.763
H -3.346 -1.546 -0.917
H -1.440 -1.603 -0.955
```

Values from the calculation:
relative energy (zero: lowest compared OMol25 entry of this formula, charge and spin) = 194.6 kJ/mol
E_LUMO = 1.03 eV
HOMO-LUMO gap = 9.59 eV
HOMO level = -0.3145 hartree
molecular weight = 100.1 g mol⁻¹
SMILES = C/C=C1\CP1C


(4)
One molecule with the formula C5H9P at a distorted geometry. Source: the OMol25 dataset; level of theory: ωB97M-V/def2-TZVPD.

Geometry as XYZ:
```
15
C5H9P ωB97M-V/def2-TZVPD
C -0.336 -0.906 0.149
C -0.857 -2.044 0.417
C -0.612 0.464 -0.384
C -1.545 1.235 0.405
C 2.435 0.293 -0.496
P 0.992 0.332 0.682
H -0.380 -2.770 0.986
H -1.925 -2.320 0.160
H -0.575 0.493 -1.451
H -1.689 0.745 1.304
H -2.551 1.183 0.117
H -1.390 2.280 0.492
H 2.534 -0.617 -1.113
H 3.500 0.546 -0.053
H 2.398 1.086 -1.213
```

Values from the calculation:
relative energy (zero: lowest compared OMol25 entry of this formula, charge and spin) = 147.6 kJ/mol
E_LUMO = 1.11 eV
HOMO-LUMO gap = 10.01 eV
HOMO level = -0.3270 hartree
molecular weight = 100.1 g mol⁻¹
SMILES = C=C1[C@@H](C)P1C


(5)
C5HCeF2O as an isolated structure at a distorted geometry. Source: the OMol25 dataset; level of theory: ωB97M-V/def2-TZVPD.

Geometry as XYZ:
```
10
C5HCeF2O ωB97M-V/def2-TZVPD
C 1.756 3.924 -0.497
C 2.177 4.461 0.526
F 3.050 4.862 1.315
O 1.348 2.616 -0.004
C 0.889 1.560 0.065
C -2.259 -3.515 0.115
C -1.815 -4.308 -0.703
H -2.891 -3.317 0.978
F -1.343 -5.011 -1.604
Ce -0.912 -1.274 -0.191
```

Values from the calculation:
relative energy (zero: lowest compared OMol25 entry of this formula, charge and spin) = 0.0 kJ/mol
E_LUMO (spin up / spin down) = -20.68 / -20.10 eV
total charge = +4
multiplicity = 2
<S²> = 0.753
HOMO-LUMO gap (spin up / spin down) = 5.12 / 5.70 eV
HOMO level (spin up / spin down) = -0.9481 / -0.9481 hartree
molecular weight = 255.2 g mol⁻¹


(6)
One molecule with the formula C5HCl3N4 at a distorted geometry. Source: the OMol25 dataset; level of theory: ωB97M-V/def2-TZVPD.

Geometry as XYZ:
```
13
C5HCl3N4 ωB97M-V/def2-TZVPD
Cl -2.976 -2.556 -0.069
Cl 1.306 3.692 -0.261
Cl 2.943 -1.175 0.139
N -2.039 0.030 0.053
N 1.896 1.272 -0.172
N -0.373 1.846 -0.034
C -1.848 -1.245 0.138
C 0.895 2.146 -0.174
C 1.559 -0.044 -0.004
C -0.691 0.534 0.159
C 0.202 -0.444 0.089
N -0.555 -1.549 0.239
H -0.318 -2.508 -0.104
```

Values from the calculation:
E_LUMO = -0.43 eV
HOMO-LUMO gap = 9.36 eV
HOMO level = -0.3600 hartree
molecular weight = 223.5 g mol⁻¹
SMILES = Clc1nc(Cl)c2[nH]c(Cl)nc2n1


(7)
An isolated ion of composition C5N5O2 and charge -1 at a distorted geometry. Source: the OMol25 dataset; level of theory: ωB97M-V/def2-TZVPD.

Geometry as XYZ:
```
12
C5N5O2 ωB97M-V/def2-TZVPD
C 0.131 -1.714 -0.702
C -2.832 0.076 0.421
C -0.352 -0.527 -0.151
C 2.533 0.279 0.274
C -1.535 -0.181 0.203
N 0.612 -2.646 -1.157
N -3.978 0.274 0.486
N 0.847 0.493 -0.261
N -0.626 2.124 0.158
N 0.386 1.626 -0.048
O 2.948 1.286 0.758
O 2.859 -0.803 -0.151
```

Values from the calculation:
E_LUMO (spin up / spin down) = 2.57 / 0.99 eV
total charge = -1
multiplicity = 3
<S²> = 2.029
HOMO-LUMO gap (spin up / spin down) = 5.76 / 6.91 eV
HOMO level (spin up / spin down) = -0.1170 / -0.2177 hartree
molecular weight = 162.1 g mol⁻¹


(8)
C5O5Pd as an isolated structure at a distorted geometry. Source: the OMol25 dataset; level of theory: ωB97M-V/def2-TZVPD.

Geometry as XYZ:
```
11
C5O5Pd ωB97M-V/def2-TZVPD
O -2.038 2.380 -0.114
C -1.215 1.571 -0.122
Pd 0.176 0.166 0.151
O 1.099 0.721 -3.926
C 0.821 0.553 -2.853
C -1.329 -1.199 0.449
O -2.131 -1.909 0.796
C 1.481 -1.346 0.130
O 2.216 -2.223 0.285
O 0.504 0.734 3.169
C 0.417 0.553 2.035
```

Values from the calculation:
relative energy (zero: lowest compared OMol25 entry of this formula, charge and spin) = 0.0 kJ/mol
E_LUMO (spin up / spin down) = -10.06 / -13.63 eV
total charge = +2
multiplicity = 3
<S²> = 2.007
HOMO-LUMO gap (spin up / spin down) = 10.08 / 8.03 eV
HOMO level (spin up / spin down) = -0.7404 / -0.7962 hartree
molecular weight = 246.5 g mol⁻¹


(9)
C60H120F30N15O36S18 as an isolated structure at a distorted geometry. Source: the OMol25 dataset; level of theory: ωB97M-V/def2-TZVPD.

Geometry as XYZ:
```
279
C60H120F30N15O36S18 ωB97M-V/def2-TZVPD
C 7.323 -2.569 5.412
C 8.634 -2.099 4.776
C 8.394 -1.167 3.570
N 9.655 -0.616 2.823
C 10.622 0.047 3.823
C 11.713 0.801 3.039
C 11.154 1.833 1.990
C 10.275 1.071 1.060
C 9.175 0.394 1.812
C 10.391 -1.797 2.225
H 7.651 -3.115 6.296
H 6.692 -3.151 4.740
H 6.680 -1.794 5.829
H 9.262 -2.963 4.558
H 9.170 -1.481 5.496
H 7.720 -0.346 3.811
H 7.873 -1.634 2.735
H 9.952 0.684 4.401
H 11.086 -0.617 4.551
H 12.467 1.117 3.759
H 12.228 -0.022 2.544
H 10.628 2.639 2.502
H 11.919 2.344 1.405
H 9.715 1.744 0.412
H 10.838 0.332 0.491
H 8.476 1.042 2.339
H 8.602 -0.195 1.096
H 11.239 -1.483 1.618
H 9.724 -2.241 1.486
H 10.856 -2.469 2.946
C 3.782 15.195 -9.465
C 4.190 13.819 -8.986
C 3.276 12.645 -9.670
N 3.940 11.229 -9.748
C 2.875 10.355 -10.420
C 3.368 8.933 -10.837
C 4.710 8.906 -11.480
C 5.729 9.764 -10.737
C 5.242 11.126 -10.517
C 4.140 10.688 -8.281
H 3.711 15.150 -10.551
H 4.475 15.968 -9.134
H 2.790 15.492 -9.126
H 3.917 13.904 -7.934
H 5.274 13.708 -9.036
H 3.101 12.928 -10.708
H 2.253 12.611 -9.296
H 2.514 10.848 -11.323
H 2.042 10.364 -9.718
H 2.730 8.551 -11.635
H 3.372 8.407 -9.882
H 4.739 9.180 -12.535
H 5.203 7.937 -11.563
H 6.659 9.778 -11.307
H 5.897 9.236 -9.799
H 5.200 11.750 -11.410
H 6.075 11.628 -10.025
H 4.527 9.669 -8.268
H 3.331 10.988 -7.615
H 5.035 11.280 -8.088
C 22.022 -17.175 -4.715
C 22.297 -15.980 -5.690
C 20.947 -15.770 -6.535
N 20.845 -14.774 -7.650
C 21.051 -13.333 -6.992
C 21.235 -12.242 -8.072
C 22.240 -12.669 -9.207
C 21.956 -14.065 -9.771
C 21.874 -15.151 -8.713
C 19.413 -14.956 -8.299
H 21.454 -18.008 -5.130
H 21.391 -16.752 -3.934
H 22.964 -17.448 -4.241
H 23.174 -16.127 -6.321
H 22.621 -15.136 -5.081
H 20.112 -15.457 -5.909
H 20.529 -16.689 -6.944
H 21.960 -13.498 -6.413
H 20.167 -13.226 -6.363
H 21.610 -11.410 -7.475
H 20.258 -11.931 -8.441
H 23.303 -12.724 -8.974
H 22.311 -11.885 -9.960
H 22.791 -14.270 -10.441
H 21.079 -13.858 -10.384
H 22.863 -15.329 -8.290
H 21.491 -16.048 -9.201
H 19.093 -14.180 -8.994
H 18.742 -14.953 -7.440
H 19.316 -15.897 -8.839
C 0.841 -9.667 -7.793
C -0.496 -9.587 -7.056
C -1.624 -9.836 -8.013
N -2.998 -9.613 -7.398
C -4.060 -9.842 -8.545
C -4.055 -8.721 -9.556
C -4.229 -7.336 -8.998
C -3.166 -7.060 -7.837
C -3.272 -8.185 -6.790
C -3.361 -10.739 -6.365
H 1.071 -10.593 -8.321
H 1.643 -9.363 -7.121
H 0.893 -8.793 -8.443
H -0.465 -8.597 -6.602
H -0.410 -10.433 -6.374
H -1.635 -10.875 -8.344
H -1.551 -9.235 -8.919
H -3.971 -10.782 -9.090
H -5.021 -9.747 -8.039
H -3.138 -8.720 -10.145
H -4.863 -8.816 -10.282
H -4.006 -6.724 -9.872
H -5.237 -7.108 -8.652
H -2.173 -7.050 -8.286
H -3.256 -6.042 -7.457
H -2.692 -7.974 -5.891
H -4.317 -8.233 -6.484
H -3.057 -11.726 -6.714
H -4.391 -10.648 -6.020
H -2.718 -10.452 -5.533
C 17.713 -7.803 -18.576
C 18.565 -7.032 -19.606
C 17.933 -6.996 -21.024
N 18.865 -6.304 -22.089
C 18.044 -5.711 -23.311
C 17.499 -6.939 -24.175
C 18.662 -7.747 -24.751
C 19.356 -8.400 -23.583
C 19.939 -7.307 -22.628
C 19.726 -5.177 -21.536
H 18.257 -7.951 -17.643
H 17.446 -8.825 -18.847
H 16.699 -7.428 -18.440
H 19.461 -7.647 -19.683
H 18.754 -6.087 -19.096
H 16.942 -6.544 -21.047
H 17.740 -8.046 -21.243
H 17.250 -5.099 -22.883
H 18.681 -5.051 -23.900
H 16.799 -7.613 -23.682
H 17.002 -6.477 -25.028
H 18.143 -8.547 -25.278
H 19.346 -7.252 -25.441
H 18.685 -9.043 -23.012
H 20.208 -9.006 -23.891
H 20.452 -7.803 -21.804
H 20.755 -6.847 -23.185
H 20.472 -5.509 -20.814
H 18.923 -4.654 -21.017
H 20.147 -4.505 -22.283
C 8.838 -0.285 -7.263
C 9.607 -1.546 -7.173
C 9.535 -2.605 -8.342
N 10.257 -4.001 -8.167
C 9.841 -4.735 -9.438
C 10.654 -6.099 -9.484
C 12.181 -5.981 -9.096
C 12.593 -4.991 -7.995
C 11.749 -3.673 -8.086
C 9.791 -4.937 -6.971
H 7.768 -0.478 -7.179
H 8.888 0.148 -8.263
H 9.086 0.544 -6.600
H 9.386 -2.052 -6.233
H 10.664 -1.326 -7.023
H 9.721 -2.174 -9.326
H 8.511 -2.908 -8.560
H 10.052 -4.102 -10.300
H 8.752 -4.772 -9.403
H 10.604 -6.609 -10.446
H 10.254 -6.969 -8.963
H 12.483 -5.448 -9.998
H 12.698 -6.940 -9.062
H 13.671 -4.896 -8.125
H 12.419 -5.597 -7.105
H 12.061 -3.100 -8.959
H 12.019 -3.046 -7.236
H 8.704 -5.004 -6.954
H 10.198 -4.416 -6.104
H 10.199 -5.935 -6.810
N 14.277 -16.239 -14.145
S 13.553 -14.684 -14.462
O 13.146 -14.365 -15.858
O 14.089 -13.627 -13.595
F 12.142 -14.978 -13.756
S 15.414 -16.038 -15.081
O 16.245 -14.857 -14.859
O 15.236 -16.467 -16.469
F 16.377 -17.155 -14.509
N 18.457 -5.700 -0.395
S 17.652 -5.681 -1.884
O 18.359 -5.134 -3.083
O 16.193 -5.408 -1.782
F 17.664 -7.313 -2.158
S 18.845 -4.226 -0.458
O 17.862 -3.287 0.004
O 19.930 -3.921 -1.382
F 19.633 -4.345 0.900
N 12.924 -15.623 -5.674
S 12.335 -14.259 -5.321
O 13.274 -13.167 -5.306
O 11.067 -14.177 -4.529
F 11.664 -13.980 -6.727
S 13.477 -15.979 -4.153
O 12.645 -16.768 -3.257
O 14.338 -15.004 -3.500
F 14.570 -17.109 -4.482
N 1.927 5.727 -0.091
S 1.381 4.748 0.872
O 2.363 3.853 1.618
O 0.006 4.306 0.731
F 1.224 5.918 2.008
S 2.149 4.453 -1.219
O 0.919 4.038 -1.900
O 3.317 3.643 -1.082
F 2.716 5.498 -2.332
N 7.326 11.339 -1.371
S 8.361 10.236 -1.528
O 9.616 10.188 -0.721
O 8.492 9.723 -2.875
F 7.491 9.098 -0.833
S 8.290 12.651 -1.891
O 8.199 12.876 -3.312
O 9.492 13.048 -1.225
F 7.275 13.805 -1.412
N 11.393 -0.974 -17.289
S 11.940 -0.073 -16.154
O 13.112 0.706 -16.606
O 11.854 -0.520 -14.768
F 10.807 1.002 -16.385
S 12.704 -2.033 -16.936
O 12.568 -2.878 -15.737
O 14.090 -1.697 -17.308
F 12.283 -3.119 -18.069
C 2.133 -4.131 -3.130
F 2.239 -5.057 -4.119
F 2.779 -3.058 -3.491
F 0.918 -3.813 -2.812
S 3.017 -4.638 -1.542
O 4.419 -4.726 -1.923
O 2.674 -3.651 -0.507
N 2.195 -6.067 -1.183
S 3.281 -6.956 -0.633
O 4.170 -7.527 -1.632
O 3.973 -6.527 0.575
C 2.216 -8.534 -0.139
F 1.424 -8.873 -1.179
F 3.097 -9.517 0.244
F 1.461 -8.119 0.865
C 16.840 3.338 -5.048
F 15.607 3.703 -4.662
F 17.873 3.741 -4.355
F 16.799 1.989 -5.056
S 17.259 3.799 -6.958
O 18.734 4.062 -7.011
O 16.723 2.745 -7.790
N 16.477 5.369 -6.966
S 15.201 5.265 -7.738
O 15.253 5.252 -9.184
O 14.252 4.343 -7.139
C 14.525 6.928 -7.081
F 14.577 6.921 -5.710
F 15.262 7.926 -7.663
F 13.283 7.084 -7.612
C 3.486 -2.030 -13.841
F 3.234 -1.473 -12.637
F 2.732 -1.497 -14.782
F 4.784 -1.886 -14.238
S 3.064 -3.966 -13.711
O 3.667 -4.480 -12.499
O 1.561 -3.887 -13.695
N 3.798 -4.622 -15.132
S 2.977 -5.829 -15.381
O 2.494 -6.647 -14.235
O 2.059 -5.511 -16.425
C 4.269 -7.012 -16.279
F 3.745 -8.209 -16.673
F 4.827 -6.342 -17.234
F 5.270 -7.297 -15.446
```

Values from the calculation:
E_LUMO = 1.16 eV
total charge = -3
HOMO-LUMO gap = 5.20 eV
HOMO level = -0.1484 hartree
molecular weight = 2774.8 g mol⁻¹